24
Properties=species:S:1:pos:R:3 method="wB97M-V/def2-TZVPD" orbital_gap_ev="6.16 / 6.08" homo_energy_ev="-8.556 / -8.674" spin_multiplicity=3 charge=0 lumo_ha="-0.0881 / -0.0955"
Mo 0.1661 -0.9627 -0.5808
O -3.3610 0.9535 -1.4270
C -2.2175 0.6942 -1.1980
O -1.7204 -0.5157 -0.9456
C -1.1170 1.7278 -1.1907
C -1.2195 3.0720 -1.4891
C -0.0478 3.8234 -1.5019
C 1.1833 3.2284 -1.2415
C 1.1943 1.8782 -0.9524
N 0.0637 1.1861 -0.9230
C 2.3952 0.9924 -0.7245
O 3.5200 1.3962 -0.7239
O 2.0128 -0.2723 -0.5612
H -2.1873 3.5000 -1.7081
H -0.0923 4.8786 -1.7361
H 2.1126 3.7793 -1.2651
S -0.0108 -1.2268 1.7728
C 0.0353 -2.9167 1.4737
S 0.2638 -3.3122 -0.2038
C -0.1200 -3.8622 2.4796
C -1.2950 -3.8410 3.2721
N -2.2500 -3.8223 3.9157
C 0.9033 -4.8256 2.6681
N 1.7881 -5.5528 2.7906

=====

81
Properties=species:S:1:pos:R:3 method="wB97M-V/def2-TZVPD" orbital_gap_ev="8.53 / 8.13" homo_energy_ev="-8.951 / -8.950" spin_multiplicity=6 charge=0 relative_energy_kj_mol=89.20 lumo_ha="-0.0154 / -0.0300"
Mn 1.7754 0.4642 -1.5810
O 0.6270 -1.2169 -0.5838
C -0.1586 -0.4604 0.3247
C 0.5539 0.7862 0.9596
O 1.1505 1.6834 0.0550
H -0.5541 -1.0909 1.1309
H -1.0631 -0.1139 -0.1871
H 1.3473 0.3305 1.5720
H -0.1148 1.3889 1.5800
C -3.3884 3.9860 1.4413
O -2.7061 4.9974 1.3440
N -2.8774 2.8203 1.8819
N -4.7586 3.9676 1.3389
H -1.8697 2.8232 1.8460
H -3.3422 1.9345 1.9512
H -5.2883 4.8083 1.4733
H -5.2021 3.0844 1.5106
C 2.0925 -4.1698 1.2957
O 2.5085 -5.2225 1.7861
N 2.5177 -3.0025 1.8327
N 1.2194 -4.0426 0.2643
H 2.4290 -2.1970 1.2266
H 3.0984 -3.0677 2.6469
H 0.8788 -3.1189 0.0289
H 0.5844 -4.8070 0.1043
C -1.7745 -2.3020 3.8352
O -1.7813 -1.1234 3.5172
N -2.6487 -2.8656 4.7532
N -0.9662 -3.2345 3.2904
H -2.4080 -3.7933 5.0435
H -3.4202 -2.3905 5.1780
H -0.1669 -3.2212 2.6832
H -1.2723 -4.1741 3.4759
C -4.3532 0.1169 -1.4247
O -3.8199 0.1968 -2.5235
N -3.6596 -0.0878 -0.2734
N -5.6794 0.0259 -1.2333
H -4.0755 -0.4874 0.5482
H -2.6583 -0.2199 -0.3467
H -6.0892 0.0739 -0.3204
H -6.2588 0.1326 -2.0492
C -1.6849 4.0877 -2.0686
O -2.2912 4.9240 -2.7359
N -2.2779 2.9452 -1.6623
N -0.3613 4.0206 -1.8539
H -1.7000 2.2355 -1.2513
H -3.2787 2.8869 -1.6459
H 0.2200 4.8287 -1.9956
H 0.0053 3.3025 -1.2505
C 2.8077 -1.8184 -3.4301
O 2.7768 -0.6270 -3.0696
N 2.7636 -2.7705 -2.4714
N 2.9374 -2.3223 -4.6783
H 3.0979 -3.6891 -2.7054
H 2.7511 -2.5269 -1.4944
H 3.1463 -3.2669 -4.9410
H 3.2901 -1.5998 -5.2933
C -1.5916 -3.3388 -2.4460
O -2.1328 -4.1569 -3.1847
N -2.0009 -3.0237 -1.2084
N -0.4395 -2.7134 -2.8216
H -2.9198 -3.3129 -0.9271
H -1.4630 -2.3629 -0.6733
H 0.1186 -3.1020 -3.5571
H 0.0165 -2.0582 -2.1879
C 4.4156 -0.0761 0.2943
O 3.7877 -0.2262 -0.7762
N 4.0594 0.7582 1.2785
N 5.5556 -0.7607 0.5296
H 4.4202 0.5564 2.1901
H 3.2323 1.3056 1.0636
H 5.8487 -0.8196 1.4889
H 5.9002 -1.4952 -0.0627
C 3.0932 5.1263 0.5894
O 3.7047 6.1749 0.7154
N 2.4617 4.7431 -0.5518
N 2.8552 4.1886 1.5843
H 2.1365 3.7976 -0.6337
H 2.8607 5.1406 -1.3903
H 2.2224 3.4429 1.3439
H 3.2290 4.3909 2.4937

=====

67
Properties=species:S:1:pos:R:3 method="wB97M-V/def2-TZVPD" orbital_gap_ev=9.36 smiles="COC[C@H](C)N.COC[C@H](C)N.NC(N)=O.NC(N)=O.NC(N)=O.O.O.O" homo_energy_ev=-9.660 spin_multiplicity=1 charge=0 relative_energy_kj_mol=0.00 lumo_ha=-0.0112
C -1.4214 0.5010 2.0877
O -1.7599 0.1346 3.2238
N -2.3401 0.9705 1.2184
N -0.1639 0.3734 1.6011
H -2.1156 0.9491 0.2392
H -3.2709 1.2029 1.5019
H 0.0805 0.7146 0.6902
H 0.5712 0.0091 2.1972
C 3.9942 -0.5916 -0.2392
O 4.8242 -1.4956 -0.3210
N 4.0111 0.3013 0.8010
N 3.0524 -0.3664 -1.1922
H 3.5195 1.1677 0.7713
H 4.6400 0.0955 1.5656
H 2.3141 0.3051 -1.0993
H 3.0142 -1.0135 -1.9574
C -3.7500 2.4844 -1.9186
O -4.2736 1.4084 -1.6322
N -2.6440 2.5492 -2.7267
N -4.2844 3.6802 -1.5460
H -1.9896 3.3013 -2.6346
H -2.4383 1.7003 -3.2516
H -3.8173 4.5572 -1.6823
H -5.0466 3.7038 -0.8937
C -3.3193 -1.8993 -6.9167
C -3.5164 -1.0109 -5.6946
C -2.1625 -0.3747 -5.3317
O -2.0817 0.0526 -3.9950
C -1.8826 -0.9798 -3.0328
N -4.4764 0.0573 -6.1013
H -2.7225 -2.7885 -6.6936
H -2.7689 -1.3703 -7.6959
H -4.2916 -2.1777 -7.3218
H -3.8721 -1.4912 -4.7796
H -1.8728 0.4175 -6.0268
H -1.3688 -1.1137 -5.5310
H -2.0664 -0.5572 -2.0519
H -0.8583 -1.3450 -3.1476
H -2.5473 -1.8220 -3.2253
H -5.4017 -0.3510 -5.9669
H -4.4350 0.7359 -5.3334
C 1.4553 0.1663 4.8494
C 2.5717 0.0534 3.8133
C 3.9391 -0.1941 4.4911
O 4.8759 -0.5014 3.4665
C 6.2318 -0.3108 3.8918
N 2.3288 -1.0892 2.9065
H 1.0903 -0.8018 5.1943
H 0.6580 0.6971 4.3226
H 1.6449 0.7456 5.7530
H 2.6477 0.9696 3.2247
H 3.9029 -1.0291 5.2038
H 4.2275 0.6760 5.0956
H 6.5092 0.7391 3.9173
H 6.8296 -0.8742 3.1756
H 6.3590 -0.8632 4.8251
H 2.1736 -1.8344 3.5806
H 3.1467 -1.3081 2.3600
O 1.1593 2.2846 -0.1975
H 0.3553 2.8022 -0.0585
H 1.8604 2.8203 0.1928
O 0.4838 -3.4239 2.4069
H 0.5949 -2.4615 2.4116
H 0.3692 -3.6624 3.3331
O -1.9641 -1.3925 5.6382
H -1.9407 -0.7553 4.9013
H -2.5715 -2.0773 5.3441

=====

60
Properties=species:S:1:pos:R:3 method="wB97M-V/def2-TZVPD" orbital_gap_ev=10.19 smiles=CC(C)O.CO.CO.CO.CO.CO.CO.CO.CO homo_energy_ev=-9.928 spin_multiplicity=1 charge=0 relative_energy_kj_mol=330.01 lumo_ha=0.0097
C 26.0086 -19.2000 32.5229
O 25.7308 -18.2016 31.5301
H 25.9040 -18.7487 33.5039
H 25.3875 -20.1032 32.4684
H 27.0557 -19.5531 32.4602
H 25.6576 -18.6181 30.6683
C 25.9273 -22.1000 34.7345
O 25.8512 -20.8952 35.4704
H 25.5392 -22.9793 35.2651
H 25.3877 -22.0244 33.7757
H 26.9732 -22.3004 34.5168
H 24.9236 -20.7552 35.7408
C 22.7130 -24.7982 35.2375
O 23.6098 -25.5035 36.0389
H 23.0522 -23.7698 35.0250
H 22.5163 -25.3038 34.2792
H 21.7631 -24.7303 35.7681
H 24.4685 -25.5262 35.5684
C 27.1154 -23.8638 30.3813
O 27.6850 -23.5919 29.1020
H 27.6799 -24.6659 30.8746
H 27.1333 -22.9821 31.0092
H 26.0637 -24.1808 30.3154
H 27.4104 -24.2925 28.5048
C 22.6838 -19.0214 34.7876
O 23.2248 -19.8865 35.8150
H 22.7863 -19.4584 33.7915
H 21.6388 -18.7740 34.9813
H 23.2363 -18.0822 34.8120
H 22.5145 -20.3731 36.2405
C 27.1295 -21.4569 38.4104
O 28.1751 -21.4239 39.3711
H 27.3103 -20.7639 37.5938
H 27.0304 -22.4668 37.9900
H 26.2068 -21.2297 38.9321
H 28.9668 -21.7767 38.9552
C 29.7994 -22.4138 31.9710
O 30.5184 -23.6033 32.0994
H 29.4274 -22.2749 30.9460
H 28.9502 -22.4850 32.6372
H 30.3540 -21.4927 32.1930
H 31.0620 -23.7180 31.3158
C 27.4363 -25.3857 35.3205
O 26.1471 -25.5326 34.7795
H 28.0944 -24.8534 34.6407
H 27.3296 -24.8260 36.2520
H 27.8599 -26.3536 35.6132
H 26.1924 -26.0700 33.9844
C 27.9590 -18.0594 35.7820
C 29.2529 -18.8606 35.9129
C 29.5863 -19.5970 34.6525
O 30.3782 -18.0402 36.1624
H 27.1075 -18.7437 35.7594
H 27.9850 -17.5015 34.8425
H 27.8334 -17.3557 36.6067
H 29.1546 -19.5840 36.7370
H 29.9145 -18.9192 33.8572
H 28.7429 -20.1633 34.2474
H 30.4229 -20.2843 34.8190
H 30.1375 -17.3873 36.8248